(1)
ORCA calculation (the ωB97M-V functional and the def2-TZVPD basis) on a molecular structure, C5H3Cl2ErNO3Yb in a non-equilibrium geometry.

Each line ends with the Löwdin charge.
CARTESIAN COORDINATES (ANGSTROEM)
Yb (1.979, 1.262, -1.164)  0.89
Er (-0.025, -0.606, -0.630)  1.02
Cl (0.179, 1.595, 0.191)  0.40
Cl (2.527, -0.861, -0.481)  0.34
C (0.024, -2.586, -1.457)  -0.02
C (1.622, 3.192, -2.161)  0.03
C (3.549, 1.240, -2.711)  0.03
O (0.026, -3.664, -1.909)  0.31
O (1.333, 4.299, -2.622)  0.26
O (4.473, 1.118, -3.520)  0.26
C (-2.914, -0.840, 3.118)  0.06
C (-2.013, -0.797, 2.007)  -0.06
N (-1.298, -0.794, 1.098)  0.01
H (-3.951, -0.696, 2.772)  0.15
H (-2.669, -0.045, 3.842)  0.15
H (-2.844, -1.817, 3.626)  0.16

Summary:
Multiplicity: 5
Net charge: +4
E_HOMO (spin up / spin down), eV: -26.472 / -26.491
Orbital gap (spin up / spin down), eV: 8.05 / 8.14

***

(2)
ORCA calculation (the ωB97M-V functional and the def2-TZVPD basis) on 10 unconnected molecules or ions with the total composition C34H46F6N4O18 in a non-equilibrium geometry.

Each line ends with the Löwdin charge.
CARTESIAN COORDINATES (ANGSTROEM)
C (-2.566, 2.452, 0.691)  -0.11
C (-2.860, 1.687, 1.915)  -0.28
C (-3.985, 2.191, 2.749)  -0.19
C (-4.126, 3.636, 2.969)  -0.20
N (-4.210, 4.816, 3.134)  0.12
H (-3.416, 2.282, 0.030)  0.07
H (-1.620, 2.118, 0.265)  0.07
H (-2.452, 3.499, 0.974)  0.08
H (-1.962, 1.791, 2.524)  0.10
H (-3.082, 0.657, 1.637)  0.10
H (-3.823, 1.845, 3.770)  0.10
H (-4.931, 1.764, 2.415)  0.12
C (-4.229, -2.178, 2.198)  -0.09
C (-3.285, -2.140, 1.076)  -0.27
C (-3.893, -1.936, -0.307)  -0.17
C (-4.695, -0.702, -0.574)  -0.24
N (-5.313, 0.180, -0.722)  0.15
H (-4.872, -3.055, 2.131)  0.09
H (-4.742, -1.243, 2.426)  0.08
H (-3.551, -2.426, 3.015)  0.07
H (-2.826, -3.129, 1.071)  0.10
H (-2.433, -1.465, 1.160)  0.09
H (-4.491, -2.788, -0.631)  0.12
H (-3.139, -1.847, -1.089)  0.10
C (5.545, -0.909, 3.227)  -0.12
C (6.561, -0.877, 2.037)  -0.29
C (6.441, -2.134, 1.195)  -0.29
C (5.254, -2.252, 0.371)  -0.34
N (4.226, -2.292, -0.198)  0.15
H (5.721, -1.743, 3.906)  0.07
H (4.558, -0.899, 2.764)  0.06
H (5.553, 0.008, 3.817)  0.05
H (7.552, -0.981, 2.479)  0.09
H (6.518, 0.033, 1.437)  0.07
H (6.443, -3.088, 1.721)  0.11
H (7.212, -2.159, 0.425)  0.08
C (-3.360, 2.535, -3.389)  -0.08
C (-3.520, 1.658, -4.725)  -0.22
C (-2.256, 1.569, -5.527)  -0.18
C (-1.037, 1.511, -4.671)  -0.19
N (-0.177, 1.424, -3.925)  0.18
H (-4.311, 2.721, -2.889)  0.07
H (-2.918, 3.524, -3.506)  0.06
H (-2.732, 1.962, -2.707)  0.05
H (-4.445, 2.000, -5.189)  0.11
H (-3.755, 0.598, -4.625)  0.10
H (-2.100, 2.310, -6.311)  0.12
H (-2.276, 0.580, -5.984)  0.12
C (-1.515, 0.235, 5.168)  -0.10
C (-0.803, -1.009, 5.552)  -0.30
O (-1.854, -1.950, 5.399)  0.14
C (-3.037, -1.312, 5.463)  -0.55
O (-4.092, -1.884, 5.663)  0.13
O (-2.898, 0.031, 5.351)  0.08
F (-0.582, -0.926, 6.873)  0.07
H (-1.202, 0.471, 4.151)  0.12
H (-1.383, 1.002, 5.931)  0.15
H (0.176, -1.087, 5.080)  0.18
C (1.877, 0.204, -0.951)  -0.10
C (0.818, -0.675, -1.508)  -0.32
O (-0.162, -0.742, -0.495)  0.12
C (0.404, -0.347, 0.676)  -0.49
O (-0.098, -0.338, 1.817)  0.09
O (1.691, 0.035, 0.462)  0.05
F (1.360, -1.904, -1.647)  0.06
H (1.604, 1.202, -1.293)  0.12
H (2.887, -0.057, -1.270)  0.10
H (0.353, -0.376, -2.447)  0.13
C (1.025, -4.932, -0.529)  -0.11
C (0.287, -4.748, 0.780)  -0.28
O (-1.073, -4.985, 0.424)  0.11
C (-1.200, -4.641, -0.894)  -0.47
O (-2.201, -4.227, -1.467)  0.13
O (0.053, -4.565, -1.452)  0.06
F (0.436, -3.426, 1.043)  0.07
H (1.439, -5.905, -0.793)  0.13
H (1.817, -4.185, -0.484)  0.12
H (0.617, -5.351, 1.626)  0.17
C (-0.006, 4.391, -2.755)  -0.12
C (-1.054, 4.752, -1.792)  -0.37
O (-1.619, 5.875, -2.353)  0.14
C (-0.645, 6.543, -3.015)  -0.45
O (-0.694, 7.746, -3.280)  0.13
O (0.355, 5.610, -3.315)  0.07
F (-0.491, 5.179, -0.653)  0.08
H (-0.345, 3.758, -3.575)  0.10
H (0.796, 3.797, -2.318)  0.14
H (-1.819, 4.051, -1.457)  0.15
C (4.559, -3.527, -4.790)  -0.11
C (3.087, -3.394, -4.490)  -0.35
O (2.541, -4.534, -5.150)  0.13
C (3.401, -4.945, -6.110)  -0.49
O (3.235, -5.866, -6.932)  0.11
O (4.486, -4.122, -6.050)  0.05
F (2.601, -2.253, -4.956)  0.09
H (5.003, -4.276, -4.135)  0.13
H (5.004, -2.532, -4.774)  0.13
H (2.935, -3.464, -3.413)  0.16
C (3.091, 3.048, 2.377)  -0.07
C (1.849, 3.761, 1.889)  -0.26
O (0.934, 3.658, 3.034)  0.15
C (1.506, 3.005, 4.011)  -0.64
O (0.890, 2.628, 4.988)  0.13
O (2.686, 2.633, 3.678)  0.10
F (1.356, 3.134, 0.810)  0.06
H (4.020, 3.618, 2.383)  0.12
H (3.390, 2.209, 1.749)  0.12
H (2.006, 4.802, 1.605)  0.16

Summary:
Multiplicity: 2
Net charge: -1
E_HOMO (spin up / spin down), eV: -0.018 / -9.268
Orbital gap (spin up / spin down), eV: 1.83 / 11.03

***

(3)
ORCA calculation (the ωB97M-V functional and the def2-TZVPD basis) on a gas-phase ion, C5H9N2 (charge +1) in a non-equilibrium geometry.

Each line ends with the natural charge from an NBO analysis.
CARTESIAN COORDINATES (ANGSTROEM)
C (-1.551, -0.084, -1.341)  -0.41
N (-0.623, 0.149, -0.300)  -0.32
C (-0.540, 1.130, 0.624)  0.36
N (0.320, 0.868, 1.582)  -0.51
C (0.912, -0.423, 1.417)  -0.08
C (1.730, -0.590, 0.237)  -0.44
C (0.268, -0.952, 0.171)  -0.07
H (-2.248, 0.771, -1.424)  0.24
H (-0.768, -0.133, -2.240)  0.23
H (-2.050, -1.048, -1.284)  0.24
H (-1.027, 2.138, 0.377)  0.26
H (0.377, 1.445, 2.422)  0.46
H (0.832, -1.011, 2.296)  0.25
H (2.553, -1.344, 0.110)  0.28
H (2.135, 0.351, -0.271)  0.25
H (0.098, -1.965, 0.027)  0.26

Summary:
Net charge: +1
Energy relative to the best compared isomer or geometry (same formula, charge and spin), kJ/mol: 266.8
SMILES: CN1C=[NH+][C@@H]2C[C@@H]21
E_HOMO, eV: -14.047
Orbital gap, eV: 10.53

***

(4)
ORCA calculation (the ωB97M-V functional and the def2-TZVPD basis) on C16H26N2O in the gas phase.

Each line ends with the natural charge from an NBO analysis.
CARTESIAN COORDINATES (ANGSTROEM)
C (-0.655, -0.368, 3.131)  -0.61
C (-1.755, 0.416, 2.430)  -0.40
C (-1.338, 0.997, 1.066)  0.20
C (-0.969, -0.099, 0.170)  -0.05
C (-0.748, -0.985, -0.609)  -0.01
C (-0.288, -2.058, -1.484)  -0.28
N (1.151, -2.256, -1.457)  -0.43
C (1.888, -1.106, -1.949)  -0.22
C (3.359, -1.471, -2.121)  -0.40
C (3.940, -1.933, -0.789)  -0.40
C (3.100, -3.089, -0.258)  -0.40
C (1.639, -2.664, -0.153)  -0.22
C (-0.136, 1.963, 1.152)  -0.42
C (-0.388, 3.155, 2.069)  -0.62
O (-2.516, 1.664, 0.599)  -0.54
C (-2.482, 2.172, -0.713)  -0.05
C (-3.933, 2.260, -1.204)  -0.53
C (-3.994, 2.786, -2.541)  0.29
N (-4.027, 3.205, -3.604)  -0.32
H (-1.054, -0.846, 4.022)  0.22
H (0.164, 0.280, 3.434)  0.20
H (-0.261, -1.141, 2.473)  0.21
H (-2.610, -0.239, 2.246)  0.22
H (-2.101, 1.237, 3.057)  0.21
H (-0.767, -2.997, -1.186)  0.22
H (-0.583, -1.833, -2.515)  0.22
H (1.463, -0.813, -2.913)  0.20
H (1.799, -0.245, -1.261)  0.17
H (3.438, -2.278, -2.850)  0.20
H (3.906, -0.606, -2.501)  0.21
H (4.979, -2.243, -0.915)  0.21
H (3.918, -1.106, -0.074)  0.19
H (3.459, -3.408, 0.722)  0.21
H (3.172, -3.934, -0.944)  0.20
H (1.032, -3.505, 0.193)  0.20
H (1.546, -1.848, 0.587)  0.17
H (0.081, 2.320, 0.142)  0.21
H (0.736, 1.401, 1.490)  0.22
H (-1.344, 3.617, 1.832)  0.21
H (0.398, 3.896, 1.941)  0.22
H (-0.403, 2.850, 3.113)  0.20
H (-1.906, 1.508, -1.372)  0.20
H (-2.025, 3.173, -0.737)  0.17
H (-4.504, 2.907, -0.533)  0.25
H (-4.382, 1.263, -1.188)  0.26

Summary:
Net charge: 0
Energy relative to the best compared isomer or geometry (same formula, charge and spin), kJ/mol: 278.0
SMILES: CCC(C#CCN1CCCCC1)(CC)OCCC#N
E_HOMO, eV: -8.907
Orbital gap, eV: 9.61

***

Question: The lowest net charge belongs to which entry?
Answer: C34H46F6N4O18